1.
{"formula": "C12H17IN5O2", "method": "ωB97M-V/def2-TZVPD", "orbital_gap_ev": 8.1053, "mol_weight_da": 390.2, "total_energy_ev": -32359.116, "multiplicity": 1, "e_homo_ha": -0.412, "e_lumo_ev": -3.1, "total_charge": 1, "de_lowest_kj_mol": 0.00, "species": ["C", "C", "O", "O", "C", "C", "C", "N", "C", "N", "C", "I", "N", "N", "H", "H", "H", "H", "H", "H", "H", "H", "H", "H", "H", "H", "N", "C", "C", "C", "C", "C", "H", "H", "H", "H", "H"], "positions_angstrom": [[-0.58819, -1.61190, 0.20508], [0.87536, -1.33712, 0.26226], [1.71567, -1.93002, -0.33939], [1.17720, -0.31690, 1.10483], [2.45790, 0.28952, 0.89849], [2.32915, 1.78914, 1.15856], [2.88247, 2.63336, 0.00746], [3.06217, 4.03403, 0.39861], [2.10610, 4.93631, 0.31625], [2.25269, 6.22068, 0.71140], [1.09161, 6.79192, 0.47935], [0.64817, 8.74797, 0.88714], [0.20834, 5.93976, -0.05277], [0.85852, 4.73514, -0.15607], [-0.75714, -2.46575, -0.43948], [-0.96022, -1.83997, 1.20206], [-1.12873, -0.75042, -0.17896], [3.14970, -0.13669, 1.62171], [2.82921, 0.06864, -0.09928], [2.89809, 2.06356, 2.04587], [1.29140, 2.06827, 1.33290], [2.20950, 2.60817, -0.85143], [3.84098, 2.25773, -0.33844], [3.94539, 4.31212, 0.79358], [-0.74424, 6.10297, -0.33605], [0.45521, 3.89425, -0.53419], [-2.99905, -3.91891, -1.39668], [-2.14225, -4.93721, -1.33276], [-2.49375, -6.21484, -0.92574], [-3.80907, -6.45092, -0.56100], [-4.71351, -5.40348, -0.62103], [-4.25987, -4.16389, -1.04489], [-1.12109, -4.71554, -1.62584], [-1.75383, -7.00249, -0.89732], [-4.12403, -7.43423, -0.23729], [-5.75014, -5.54186, -0.34727], [-4.93969, -3.32142, -1.10966]], "forces_ev_per_angstrom": [[-0.07, -0.25, 0.13], [-0.28, -0.09, 0.33], [0.55, -0.24, -0.55], [-0.14, 0.61, -0.36], [-0.12, -0.04, 0.63], [0.40, 0.29, -0.17], [-0.22, 0.04, 0.14], [-0.15, -0.56, -0.39], [0.17, 0.49, 0.25], [-0.12, -0.02, 0.00], [0.13, 0.07, 0.04], [-0.05, -0.04, -0.05], [0.12, 0.12, 0.07], [0.28, -0.25, 0.01], [-0.10, -0.01, -0.07], [-0.07, 0.08, 0.06], [-0.03, 0.07, 0.02], [0.14, -0.13, -0.11], [-0.07, -0.09, -0.10], [-0.10, -0.02, 0.15], [-0.11, -0.16, 0.13], [0.07, -0.09, -0.15], [0.10, 0.02, 0.01], [-0.06, 0.28, 0.06], [-0.05, -0.18, -0.06], [-0.27, 0.11, -0.04], [0.04, -0.02, 0.06], [0.02, 0.05, -0.03], [-0.01, 0.00, 0.00], [-0.01, -0.02, 0.01], [0.02, -0.01, -0.01], [-0.01, 0.07, -0.02], [0.01, -0.04, 0.00], [0.02, 0.01, 0.00], [0.00, 0.00, 0.00], [-0.01, 0.01, 0.00], [-0.03, -0.02, 0.02]]}

***

2.
{"formula": "C12H17INO5S", "method": "ωB97M-V/def2-TZVPD", "orbital_gap_ev": 4.5228, "mol_weight_da": 414.2, "total_energy_ev": -43376.660, "multiplicity": 1, "e_homo_ha": -0.106, "e_lumo_ev": 1.6, "total_charge": -1, "species": ["C", "C", "C", "C", "O", "S", "O", "O", "O", "C", "N", "O", "C", "C", "C", "C", "C", "C", "C", "H", "H", "H", "H", "H", "H", "H", "H", "H", "H", "H", "H", "H", "H", "H", "H", "H", "I"], "positions_angstrom": [[0.09252, -1.03630, 1.74736], [0.55894, -2.09461, 0.59923], [2.00478, -1.74370, -0.03334], [2.57689, -0.30837, 0.35826], [1.82105, 0.88473, -0.05947], [2.78596, 2.26453, 0.20398], [2.35510, 2.69518, 1.56847], [2.37594, 3.12406, -0.96511], [4.24606, 1.42420, 0.06581], [4.02523, 0.01009, -0.31853], [3.81605, -0.06719, -1.80357], [-0.46395, -2.36176, -0.37667], [-0.84473, -1.18332, -1.12013], [-2.16787, -0.45801, -0.60526], [-3.37315, -1.13290, 0.07458], [-4.56431, -0.22032, 0.54333], [-4.59088, 1.32580, 0.35884], [-3.38200, 2.00154, -0.35286], [-2.21756, 1.10065, -0.81013], [0.90629, -0.95694, 2.54050], [-0.18850, -0.04410, 1.26541], [-0.83607, -1.47965, 2.26728], [0.71048, -3.08494, 1.17641], [2.82044, -2.50560, 0.24203], [1.89081, -1.74882, -1.18116], [2.66412, -0.10616, 1.49373], [4.91875, -0.60476, 0.03275], [4.73548, 0.00432, -2.28374], [3.29264, 0.75534, -2.13382], [-1.06992, -1.54104, -2.19702], [-0.03689, -0.38534, -1.22008], [-3.37113, -2.25706, 0.24716], [-5.47683, -0.68390, 1.06861], [-5.46383, 2.03819, 0.71931], [-3.27783, 3.12268, -0.53373], [-1.31535, 1.61170, -1.31074], [-5.95676, 3.64178, 0.73229]], "forces_ev_per_angstrom": [[-0.46, -0.99, -0.58], [0.53, -0.37, 2.09], [-0.49, 1.20, -0.96], [1.52, 0.54, 1.11], [1.66, 0.06, -0.25], [-4.96, -0.58, -0.57], [2.72, -0.82, -3.38], [2.59, -2.27, 3.38], [-1.28, 1.39, 0.61], [-2.22, -0.12, -1.30], [1.74, 0.28, 1.00], [1.13, 1.32, 0.32], [-1.73, 0.60, -1.27], [-2.49, 2.38, 1.24], [0.25, 3.76, -0.55], [2.65, 1.35, -1.44], [4.30, -4.70, -1.60], [0.75, -4.47, 0.33], [-2.12, -1.08, 1.37], [-0.98, 0.12, -1.11], [0.48, -1.19, 0.92], [1.37, 0.79, -0.94], [-0.41, 1.37, -1.13], [-1.29, 1.13, -0.27], [0.32, -0.10, 1.77], [0.12, -1.08, -1.59], [-1.33, 1.01, -0.41], [-0.84, -0.15, 0.55], [0.00, -0.56, 0.42], [0.46, 0.38, 1.65], [-0.81, -1.14, 0.39], [-0.03, 1.67, -0.24], [1.67, 0.64, -0.93], [2.17, -4.36, -0.49], [-0.48, -1.83, 0.42], [-1.43, -0.94, 0.84], [-3.08, 6.75, 0.59]]}

***

3.
{"formula": "C12H17N", "method": "ωB97M-V/def2-TZVPD", "orbital_gap_ev": [2.9678, 6.5900], "mol_weight_da": 175.3, "total_energy_ev": -14206.963, "multiplicity": 2, "e_homo_ha": [0.028, -0.108], "e_lumo_ev": [3.7, 3.6], "total_charge": -1, "de_lowest_kj_mol": 199.83, "species": ["C", "C", "H", "H", "H", "H", "H", "H", "C", "C", "C", "C", "C", "C", "C", "C", "C", "C", "N", "H", "H", "H", "H", "H", "H", "H", "H", "H", "H", "H"], "positions_angstrom": [[2.26158, 0.48728, 1.31618], [3.59624, 0.91358, 0.74556], [2.28355, -0.58486, 1.76871], [1.95377, 1.05355, 2.11109], [1.45846, 0.63118, 0.60358], [3.53400, 1.33134, -0.25460], [4.01697, 1.73358, 1.29548], [4.42052, 0.20650, 0.68336], [-1.86218, 0.47492, 1.54808], [-3.33142, 0.96287, 1.58493], [-1.42989, 0.49770, 0.14113], [-1.49217, 1.39557, -0.84993], [-0.71551, -0.60169, -0.42646], [-0.23338, -0.24557, -1.72060], [-0.46565, -2.00592, 0.01570], [0.53792, -0.97340, -2.62642], [0.25267, -2.78617, -0.87311], [0.82182, -2.24796, -2.16910], [-0.65003, 1.07619, -1.93611], [-1.23772, 1.29531, 1.93224], [-1.61365, -0.39914, 2.17721], [-3.99061, 0.10960, 1.49305], [-2.06864, 2.38382, -0.78620], [-0.77950, 1.36105, -2.89452], [-1.00754, -2.12358, 0.89949], [0.65710, -0.66249, -3.60199], [0.52476, -3.77149, -0.63433], [1.48933, -2.86382, -2.68015], [-3.37088, 1.68861, 0.70022], [-3.55992, 1.66342, 2.43752]], "forces_ev_per_angstrom": [[0.48, -3.13, -0.69], [0.69, 0.64, -0.44], [-0.23, 1.61, -1.29], [-0.38, 1.80, 2.23], [-0.11, -0.72, -0.34], [-0.38, -0.16, -0.32], [0.24, 0.56, 0.64], [-0.33, -0.59, 0.18], [-0.39, 2.13, 0.60], [0.84, 2.06, -0.17], [1.51, -4.06, -0.94], [-1.71, 4.60, -0.64], [1.52, -1.52, -1.16], [-0.55, 1.54, 0.47], [0.04, 2.94, -1.92], [-1.16, 0.14, 2.35], [1.23, 2.27, -2.50], [-1.62, -2.20, 3.92], [-0.39, -0.99, 0.66], [-0.19, -0.10, 0.70], [-0.28, 0.12, -0.81], [-0.51, 0.22, -0.09], [1.22, -1.36, -0.41], [-0.28, 0.28, 0.32], [-0.32, -1.71, 1.46], [0.52, 0.73, -1.98], [0.27, -1.34, 0.29], [0.88, -1.20, -0.82], [-0.60, -1.34, 1.02], [0.00, -1.22, -0.30]]}

***

4.
{"formula": "C12H17N", "method": "ωB97M-V/def2-TZVPD", "orbital_gap_ev": [2.7500, 6.2868], "mol_weight_da": 175.3, "total_energy_ev": -14207.243, "multiplicity": 2, "e_homo_ha": [0.024, -0.107], "e_lumo_ev": [3.4, 3.4], "total_charge": -1, "de_lowest_kj_mol": 172.80, "species": ["C", "C", "C", "H", "H", "H", "H", "H", "H", "H", "H", "C", "C", "C", "C", "C", "C", "C", "C", "C", "N", "H", "H", "H", "H", "H", "H", "H", "H", "H"], "positions_angstrom": [[-0.85924, 2.55621, -1.74869], [-0.09326, 2.33695, -3.05336], [-1.60457, 3.91931, -1.80768], [-1.53995, 1.71431, -1.70590], [-0.28108, 2.48032, -0.79853], [0.65627, 1.47650, -3.10884], [-0.91430, 4.75211, -2.00289], [-2.31919, 3.81011, -2.58720], [0.41149, 3.10246, -3.49336], [-0.88516, 2.09685, -3.74972], [-2.05130, 4.07636, -0.84806], [1.96155, -2.60873, 3.37975], [-0.52926, -1.34689, 0.97675], [0.72864, -1.93207, 1.32301], [0.73329, -2.09792, 2.82260], [-0.43315, -1.59863, 3.31019], [-0.91810, -0.94753, -0.24736], [0.00000, -1.00521, -1.30667], [1.25012, -1.46962, -0.87345], [1.69923, -2.06843, 0.26615], [-1.20979, -1.24429, 2.19329], [-1.91526, -0.45899, -0.42842], [-0.17178, -0.73248, -2.31217], [-2.12226, -0.73800, 2.26464], [1.99069, -1.26947, -1.72837], [-0.87156, -1.56672, 4.24219], [2.56138, -2.71423, 0.20430], [2.75013, -2.74915, 2.65672], [1.70089, -3.65776, 3.82290], [2.27550, -2.11534, 4.33817]], "forces_ev_per_angstrom": [[1.00, 0.61, 0.49], [-0.33, -3.49, 0.65], [1.41, -1.21, 0.39], [-0.42, 0.05, 0.31], [0.02, 0.09, -0.87], [-1.23, 0.83, 0.61], [-0.17, -0.27, -0.09], [-0.87, 0.48, -0.62], [1.41, 2.86, -0.67], [-0.11, -0.27, -0.63], [-0.66, 0.32, 0.43], [-0.24, -2.63, 3.64], [0.93, -0.97, 3.55], [-0.99, -0.29, 2.37], [0.47, 1.06, -4.28], [0.20, 0.02, -2.22], [-3.43, 1.60, -1.89], [1.74, -0.79, 2.42], [1.51, 0.98, -5.34], [-0.67, 0.17, 1.02], [-2.08, 1.12, -0.44], [0.78, -0.61, 0.46], [-0.15, 0.46, -0.72], [1.57, -0.79, -0.07], [-0.48, -0.98, 1.08], [-0.64, -0.06, 1.86], [0.26, 0.19, 0.47], [0.26, 0.27, -0.04], [0.76, 1.13, -0.84], [0.18, 0.12, -1.02]]}